# 1
Molecular formula: C23H38CoN3O5PSe2
Method: DFT, the ωB97M-V functional and the def2-TZVPD basis

Last column: Löwdin charge in e.
Cartesian coordinates (Å):
Se1 -0.61 -1.90 2.99  0.9923
Se2 2.34 -1.09 1.01  0.9776
Co1 -0.29 -1.20 0.46  0.2779
P1 -0.83 1.19 0.78  0.7264
O1 -1.99 1.43 1.84  -0.3085
O2 5.06 0.31 -5.30  0.1375
O3 5.35 -1.74 -4.45  0.1411
O4 0.28 2.30 1.04  -0.2874
O5 -1.29 1.61 -0.69  -0.2897
N1 -0.18 -0.85 -1.68  0.0355
N2 -0.49 -3.45 0.17  0.0528
N3 -2.33 -1.28 -0.11  -0.0060
C1 1.03 -0.82 -2.43  -0.2873
C2 3.11 -2.85 0.57  -0.3097
C3 2.21 -1.26 2.95  -0.5334
C4 4.65 -0.77 -4.60  -0.4757
C5 -3.30 -1.62 0.70  -0.1004
C6 -2.04 3.82 2.35  -0.0543
C7 1.10 2.44 2.20  -0.2681
C8 -3.79 -1.12 -1.94  0.0282
C9 1.88 0.26 -2.27  -0.0305
C10 -1.32 -0.86 -2.24  -0.0354
C11 3.35 -0.76 -3.92  -0.1296
C12 -4.60 -1.78 0.21  0.0107
C13 1.33 -1.88 -3.26  -0.0185
C14 -1.01 -0.57 4.30  -0.3470
C15 -2.52 -1.03 -1.38  -0.2675
C16 2.50 2.84 1.76  -0.0595
C17 2.47 -1.86 -4.04  0.0315
C18 1.27 -2.34 3.46  -0.4729
C19 -1.29 2.97 -1.19  -0.2527
C20 -1.79 2.85 -2.59  -0.0615
C21 -2.90 2.60 1.94  -0.1639
C22 -4.82 -1.55 -1.13  -0.0149
C23 3.02 0.32 -3.08  0.0116
H1 1.41 -2.45 4.54  0.0956
H2 0.39 -3.93 0.20  0.0461
H3 -1.99 3.53 -0.56  0.1088
H4 -1.05 -3.95 0.87  0.0591
H5 -3.93 -0.94 -3.02  0.1404
H6 0.69 -2.73 -3.34  0.1132
H7 -3.50 2.34 2.77  0.1087
H8 2.44 3.76 1.09  0.1159
H9 4.21 -2.84 0.78  0.0647
H10 -1.33 3.56 3.11  0.0576
H11 -1.11 2.15 -3.13  0.0903
H12 4.35 0.98 -5.43  0.1291
H13 3.16 3.06 2.62  0.0989
H14 -0.32 3.44 -1.21  0.1219
H15 -2.69 4.54 2.87  0.0935
H16 -5.81 -1.67 -1.56  0.1316
H17 0.62 3.27 2.81  0.1226
H18 2.95 -3.04 -0.48  0.0256
H19 -3.04 -1.75 1.72  0.0725
H20 3.74 1.13 -2.90  0.1416
H21 -1.64 -0.97 5.08  0.0333
H22 -3.41 2.70 1.00  0.1124
H23 1.08 1.52 2.83  0.0972
H24 -0.13 -0.26 4.84  0.0410
H25 1.71 1.06 -1.57  0.1071
H26 2.97 2.04 1.21  0.0415
H27 3.24 -1.51 3.34  0.1128
H28 -1.70 3.80 -3.13  0.0961
H29 -1.43 0.33 3.85  0.0145
H30 -1.49 -0.74 -3.35  0.1736
H31 -0.99 -3.64 -0.70  0.0698
H32 1.94 -0.28 3.30  0.0288
H33 -5.34 -2.16 0.86  0.1153
H34 -1.61 4.32 1.45  0.0905
H35 1.62 -3.29 3.03  0.0653
H36 -2.82 2.50 -2.63  0.0844
H37 2.58 -3.57 1.14  -0.0068
H38 2.67 -2.68 -4.72  0.1371

Values from the calculation:
LUMO level (alpha / beta) = -6.15 / -6.15 eV
calculated total energy = -7966.25045 a.u.
highest occupied orbital energy (alpha / beta) = -13.98 / -14.13 eV
spin multiplicity = 4
net charge = +2



# 2
Molecular formula: C23H38N4O5S
Method: DFT, the ωB97M-V functional and the def2-TZVPD basis

Last column: natural (NBO) charge in e.
Cartesian coordinates (Å):
S1 1.75 -0.88 1.20  2.3193
O1 -1.11 4.81 2.68  -0.5230
O2 -1.58 -2.59 0.00  -0.6380
O3 1.40 -1.65 0.03  -0.9698
O4 2.52 0.32 1.00  -0.9449
O5 -0.66 0.46 -3.82  -0.6473
N1 0.66 -1.03 -2.72  -0.6372
N2 0.39 -0.46 2.05  -0.9023
N3 -0.74 2.09 1.77  -0.4776
N4 -1.17 -0.46 -0.59  -0.4587
C1 -0.80 -1.22 1.77  -0.3272
C2 1.80 -0.79 -4.88  -0.6214
C3 3.40 -1.42 3.31  -0.1316
C4 -2.13 3.85 2.84  -0.0885
C5 -1.50 1.74 0.58  -0.2355
C6 3.73 -3.62 4.21  -0.1909
C7 -0.66 0.88 -0.39  -0.2532
C8 2.57 -1.96 2.35  -0.3376
C9 -1.60 -0.77 -1.96  -0.1371
C10 -5.38 0.11 -1.83  -0.5990
C11 0.26 3.13 1.57  -0.2557
C12 1.95 -0.74 -3.36  0.1272
C13 3.99 -2.26 4.24  -0.2242
C14 -0.34 4.54 1.52  -0.0903
C15 2.89 -4.15 3.24  -0.1943
C16 -2.92 -0.07 -2.31  -0.3886
C17 2.44 0.64 -2.90  -0.6257
C18 -0.48 -0.37 -2.95  0.6847
C19 -1.56 2.44 2.93  -0.2448
C20 -4.08 -0.59 -1.47  -0.3951
C21 2.30 -3.31 2.30  -0.1983
C22 2.93 -1.82 -2.89  -0.6152
C23 -1.18 -1.47 0.30  0.6984
H1 -2.36 1.71 3.05  0.2024
H2 -1.65 -0.74 2.27  0.2276
H3 -3.11 -0.24 -3.37  0.2254
H4 0.44 5.29 1.49  0.2034
H5 -0.97 4.65 0.62  0.1609
H6 3.40 0.87 -3.34  0.2078
H7 -5.30 1.18 -1.66  0.1966
H8 2.98 -1.83 -1.80  0.2228
H9 3.92 -1.64 -3.30  0.2129
H10 1.72 1.40 -3.20  0.2213
H11 -2.38 1.18 0.89  0.2098
H12 -3.87 -0.44 -0.41  0.1855
H13 3.59 -0.36 3.30  0.2301
H14 -2.81 1.01 -2.17  0.1948
H15 -1.74 -1.85 -2.00  0.2621
H16 4.19 -4.28 4.93  0.2188
H17 2.59 -2.80 -3.23  0.2109
H18 -0.66 1.36 -1.37  0.2357
H19 0.38 0.84 -0.05  0.2225
H20 -2.85 3.92 2.00  0.1608
H21 1.44 -1.76 -5.19  0.2075
H22 0.82 2.92 0.65  0.2180
H23 2.77 -0.60 -5.35  0.2034
H24 2.69 -5.21 3.21  0.2213
H25 0.73 -1.56 -1.86  0.4311
H26 1.65 -3.69 1.53  0.2455
H27 0.21 0.55 2.06  0.4543
H28 2.54 0.65 -1.81  0.2159
H29 -1.86 2.64 0.05  0.1873
H30 -0.90 2.38 3.81  0.2046
H31 -4.19 -1.66 -1.63  0.2054
H32 -0.68 -2.22 2.20  0.2337
H33 -2.65 4.12 3.77  0.2004
H34 4.65 -1.86 5.00  0.2207
H35 1.10 -0.03 -5.21  0.2436
H36 0.96 3.07 2.41  0.2075
H37 -6.21 -0.27 -1.23  0.2073
H38 -5.62 -0.05 -2.88  0.2035

Values from the calculation:
LUMO level = 0.46 eV
calculated total energy = -1892.64462 a.u.
highest occupied orbital energy = -8.81 eV
structure (SMILES) = CCC[C@@H](C(=O)NC(C)(C)C)N(CCN1CCOCC1)C(=O)CNS(=O)(=O)c1ccccc1



The highest calculated total energy belongs to which entry?
C23H38N4O5S



What is the calculated total energy in the second record?
-1892.64462 a.u.



calculated total energy of number 2 (C23H38N4O5S)?
-1892.64462 a.u.